71
Properties=species:S:1:pos:R:3:forces:R:3:lowdin_spin:R:1 method="wB97M-V/def2-TZVPD" total_charge=+1 e_lumo_ev="-2.76 / -4.69" multiplicity=6 max_force_ev_per_a=1.61 total_energy_ha=-5030.9054 homo_ha="-0.3599 / -0.3672" relative_energy_kcal_mol=376.2 orbital_gap_ev="7.03 / 5.30"
Os 0.528131 -0.583154 -0.022334 -0.01 0.10 0.08 0.681
Cl 1.371493 2.589997 6.162865 0.02 0.01 0.07 0.022
C 1.647193 2.161292 4.518910 -0.19 -0.01 -0.13 0.077
C 1.649440 0.844720 4.142940 -0.04 0.07 0.24 -0.006
C 1.718904 0.578282 2.775712 -0.07 -0.38 -0.04 0.085
Cl 1.534891 -1.078844 2.239605 -0.06 0.03 0.07 0.022
C 1.855491 1.593427 1.871875 -0.02 0.83 -1.04 -0.005
O 1.472735 1.387096 0.491060 0.06 -0.22 0.34 0.092
C 2.099610 2.916047 2.202224 -0.46 -0.01 0.30 0.133
Cl 2.116812 5.520498 1.449785 -0.29 -0.55 0.20 0.027
C 1.789577 3.204856 3.550180 1.49 -0.44 0.43 0.080
H 1.537910 0.042832 4.858288 0.01 0.02 0.02 -0.001
H 2.046866 4.170012 3.971974 -0.26 0.18 -0.02 0.006
S -2.928379 -1.954779 -3.374631 -0.06 -0.02 -0.05 0.683
Sb -0.687001 -2.132266 -2.861256 0.10 0.00 0.02 0.092
S 0.073272 0.081011 -2.232684 0.02 -0.06 -0.02 0.036
S -0.531895 -2.512090 -0.428189 -0.01 -0.06 -0.03 0.346
C 2.119502 -5.368405 -5.606779 0.00 0.00 0.00 0.000
C 2.378824 -4.218734 -4.675907 -0.01 0.03 -0.03 0.002
C 2.518042 -4.423720 -3.305039 -0.02 0.00 0.02 0.002
C 2.765522 -3.365533 -2.444862 -0.02 0.01 0.02 0.005
C 2.871507 -2.086706 -2.971240 0.00 -0.02 0.04 0.005
C 2.717904 -1.847792 -4.328931 0.00 -0.03 -0.03 0.003
C 2.480759 -2.918858 -5.173712 0.00 -0.01 0.00 0.003
S 3.177136 -0.704715 -1.907899 0.01 0.08 -0.04 0.003
C 4.892743 -1.017492 -1.518623 0.00 0.00 0.01 0.000
O 2.529304 -1.069721 -0.557207 0.01 -0.04 0.07 0.028
H 1.858878 -6.272306 -5.059402 0.00 0.00 0.00 0.000
H 3.006118 -5.581367 -6.206556 0.00 0.00 0.00 0.000
H 1.307222 -5.136436 -6.295594 0.00 0.00 0.00 0.000
H 2.422865 -5.425035 -2.903517 0.00 0.00 0.00 0.000
H 2.846645 -3.524937 -1.375862 0.00 0.01 -0.03 0.001
H 2.763184 -0.837009 -4.714987 0.00 0.01 -0.01 0.000
H 2.355671 -2.743309 -6.235024 0.00 0.00 0.00 0.000
H 4.980857 -2.010133 -1.083665 0.02 -0.03 0.02 0.000
H 5.210448 -0.253133 -0.811957 0.00 0.00 0.00 0.000
H 5.467965 -0.943956 -2.440748 -0.01 0.00 0.00 0.000
C -4.835729 1.313914 -2.198006 -0.01 0.01 -0.01 0.004
C -3.953828 2.327362 -1.855976 -0.01 0.01 -0.01 0.003
C -2.912876 2.076089 -0.973763 0.00 -0.02 0.01 0.009
C -2.744579 0.799984 -0.445779 -0.03 0.02 0.03 0.007
C -3.630637 -0.218788 -0.792275 0.03 0.02 0.03 0.028
C -4.678541 0.042973 -1.661602 -0.02 0.02 0.00 0.025
P -1.434031 0.419387 0.741220 0.11 -0.21 -0.05 0.026
C -2.342287 -0.243298 2.155970 -0.03 0.02 -0.03 0.003
C -3.512962 0.395421 2.574021 0.00 -0.01 0.00 0.001
C -4.213005 -0.084730 3.667098 -0.01 0.00 0.00 0.000
C -3.762452 -1.216027 4.337375 0.00 0.00 0.00 0.000
C -2.617187 -1.869224 3.909972 0.00 0.00 0.00 0.000
C -1.906302 -1.384157 2.820263 -0.01 0.00 0.00 0.001
C -0.736135 2.026494 1.238001 0.12 0.17 0.09 0.101
C 0.387816 2.378139 0.277306 -0.41 -0.54 0.14 0.166
C 0.683507 3.586747 -0.287706 0.23 0.71 -0.25 0.687
C -0.207074 4.979989 2.651981 0.49 0.24 -0.35 1.015
C -0.290537 3.693660 3.170150 -1.26 -0.04 0.12 0.398
C -0.937130 2.568047 2.453520 0.10 -0.17 -0.22 0.040
H -5.651975 1.514524 -2.879073 0.00 0.00 0.00 0.000
H -4.079840 3.320451 -2.266085 0.00 0.00 0.00 0.000
H -2.251949 2.886938 -0.691597 0.01 0.01 0.00 0.005
H -3.512575 -1.211632 -0.373189 0.00 -0.01 0.01 0.005
H -5.371555 -0.746715 -1.919283 0.00 0.00 0.00 0.002
H -3.882118 1.259899 2.034260 0.00 0.00 0.00 0.000
H -5.117102 0.414339 3.989364 0.00 0.00 0.00 0.000
H -4.316679 -1.595823 5.185497 0.00 0.00 0.00 0.000
H -2.280978 -2.764352 4.415979 0.00 0.00 0.00 0.000
H -1.029676 -1.910072 2.470992 0.01 0.00 0.00 0.001
H 0.076078 2.229488 -0.858888 0.01 -0.08 0.27 0.011
H 2.043511 6.797549 1.228784 0.03 0.50 -0.07 -0.002
H 3.270283 5.404766 0.872331 0.22 0.00 -0.13 0.003
H -0.522269 3.640423 4.244785 0.24 -0.08 -0.02 0.039
H -1.695318 2.088627 3.065541 0.00 -0.09 -0.03 0.000